Record 1
Here is a structure of composition C23H34N3O5S4SiTi from the Open Molecules 2025 dataset. Energies are from the ωB97M-V functional and the def2-TZVPD basis.

Geometry as XYZ:
```
71
Properties=species:S:1:pos:R:3:forces:R:3:lowdin_spin:R:1
Ti 0.9922 -1.3864 1.2591 0.0 0.1 0.0 0.951
C -3.4404 0.1459 0.0977 0.0 0.0 0.0 0.000
C -2.1784 0.6811 0.7698 0.0 0.1 -0.1 0.001
C -2.2431 0.4227 2.2638 0.0 0.0 0.0 0.000
C -2.0374 2.1792 0.5143 0.0 0.0 0.0 0.000
O -1.0436 -0.0490 0.2483 -0.1 -0.1 0.1 0.005
Si -0.2303 0.1545 -1.2013 0.3 -0.1 0.0 0.004
S 1.1548 -1.3657 -1.2518 0.0 0.2 0.1 0.009
O -1.3182 0.2017 -2.4521 -0.1 0.0 0.0 0.001
C -1.7758 -0.8171 -3.3444 0.0 0.0 0.0 0.000
C -2.1052 -2.1119 -2.6031 0.0 0.0 0.0 0.000
C -0.7078 -1.0753 -4.4043 0.0 0.0 0.0 0.000
C -3.0338 -0.2520 -3.9950 0.0 0.0 0.0 0.000
O 0.3695 1.6671 -1.1029 -0.3 0.1 -0.1 0.000
C 1.2795 2.4514 -1.8608 0.1 -0.1 0.0 0.000
C 0.6210 3.8149 -2.0462 0.0 0.0 0.0 0.000
C 1.5704 1.8187 -3.2191 -0.1 0.0 0.0 0.000
C 2.5539 2.5646 -1.0322 0.0 -0.1 0.0 0.000
H -4.3237 0.6390 0.5109 0.0 0.0 0.0 0.000
H -3.5276 -0.9284 0.2742 0.0 0.0 0.0 0.000
H -3.4046 0.3274 -0.9764 0.0 0.0 0.0 0.000
H -3.1252 0.9160 2.6810 0.0 0.0 0.0 0.000
H -1.3620 0.8209 2.7635 0.0 0.0 0.0 0.000
H -2.2950 -0.6441 2.4762 0.0 0.0 0.0 0.000
H -2.8803 2.6969 0.9805 0.0 0.0 0.0 0.000
H -2.0379 2.4000 -0.5536 0.0 0.0 0.0 0.000
H -1.1052 2.5468 0.9441 0.0 0.0 0.0 0.000
H -1.2013 -2.5320 -2.1598 0.0 0.0 0.0 0.000
H -2.5193 -2.8444 -3.2997 0.0 0.0 0.0 0.000
H -2.8405 -1.9233 -1.8190 0.0 0.0 0.0 0.000
H 0.2090 -1.4298 -3.9342 0.0 0.0 0.0 0.000
H -0.4919 -0.1530 -4.9478 0.0 0.0 0.0 0.000
H -1.0521 -1.8294 -5.1165 0.0 0.0 0.0 0.000
H -3.8032 -0.0727 -3.2413 0.0 0.0 0.0 0.000
H -3.4270 -0.9480 -4.7393 0.0 0.0 0.0 0.000
H -2.8015 0.6961 -4.4836 0.0 0.0 0.0 0.000
H -0.3105 3.7049 -2.6063 0.0 0.0 0.0 0.000
H 1.2839 4.4933 -2.5896 0.0 0.0 0.0 0.000
H 0.3929 4.2472 -1.0707 0.0 0.0 0.0 0.000
H 0.6472 1.7252 -3.7953 0.0 0.0 0.0 0.000
H 2.0073 0.8274 -3.0913 0.0 0.0 0.0 0.000
H 2.2720 2.4415 -3.7792 0.0 0.0 0.0 0.000
H 2.3120 2.9276 -0.0325 0.0 0.0 0.0 0.000
H 3.2757 3.2332 -1.5097 0.0 0.0 0.0 0.000
H 3.0026 1.5758 -0.9219 0.0 0.0 0.0 0.000
O 1.2695 2.4829 2.3748 0.1 0.1 0.0 0.000
C 1.2821 1.3091 2.7104 -0.3 -0.1 0.0 0.000
O 1.5283 0.3409 1.8848 0.0 -0.2 -0.2 -0.004
C 1.0024 0.9404 4.1502 0.0 -0.1 0.0 0.004
C 1.1953 1.9749 5.0688 0.0 0.0 0.0 0.000
C 0.9868 1.8078 6.4224 0.0 0.0 0.0 0.004
C 0.5550 0.5643 6.8800 0.0 0.0 0.0 0.000
C 0.3496 -0.4660 5.9882 0.0 0.0 0.0 0.003
C 0.5665 -0.3219 4.6023 0.0 0.0 -0.1 0.002
S 0.2031 -1.7293 3.6254 0.1 0.0 0.1 0.014
H 1.5154 2.9277 4.6674 0.0 0.0 0.0 0.000
H 1.1559 2.6266 7.1115 0.0 0.0 0.0 0.000
H 0.3793 0.3995 7.9377 0.0 0.0 0.0 0.000
H 0.0117 -1.4322 6.3422 0.0 0.0 0.0 0.000
S 2.8066 -2.9078 1.5732 0.0 0.0 0.0 0.007
C 3.4464 -3.3459 -0.0190 0.2 0.1 0.1 0.010
C 4.6132 -2.6253 -0.4378 -0.1 -0.1 0.0 0.001
N 5.5591 -2.0377 -0.7407 0.0 0.0 0.0 0.003
C 2.9540 -4.3483 -0.8026 0.0 -0.1 -0.1 -0.004
S 1.5846 -5.3588 -0.5216 0.0 0.0 0.0 -0.003
C 3.6621 -4.6199 -2.0402 0.0 0.0 0.2 0.000
N 4.2171 -4.8732 -3.0174 0.0 0.0 0.0 -0.002
N -0.4013 -3.0997 0.9625 0.1 0.1 0.0 -0.004
H -1.1679 -2.8627 0.3432 0.0 0.0 0.0 0.000
H -0.7731 -3.4757 1.8271 0.0 0.0 0.0 0.000
H 0.1772 -3.8283 0.5045 0.0 0.0 0.0 0.000
```
Positions in Å, forces in eV/Å.

- total charge = -2
- F_max (eV/A) = 0.33
- 2S+1 = 2
- E_HOMO (alpha / beta) (eV) = -1.69 / -1.67
- ΔE to the lowest compared entry with this formula, charge and spin (kcal/mol) = 18.6

Record 2
Here is the molecule C23H34N4O2 at a distorted geometry from the Open Molecules 2025 dataset. Energies are from the ωB97M-V functional and the def2-TZVPD basis.

Geometry as XYZ:
```
63
Properties=species:S:1:pos:R:3:forces:R:3:mulliken_charge:R:1
C 2.1492 2.7846 -6.5278 -0.1 0.0 0.0 -1.455
C 1.5112 2.2180 -5.2960 0.0 0.1 0.1 1.138
C 1.6253 0.8644 -5.0000 0.0 0.0 0.0 -1.049
C 1.0249 0.3303 -3.8773 0.0 0.1 -0.1 -0.258
C 0.2795 1.1314 -3.0180 -0.1 0.1 -0.1 -1.205
C 0.1841 2.4868 -3.2977 0.0 -0.1 0.0 -0.568
C 0.7878 3.0185 -4.4247 0.1 0.0 -0.1 -1.063
H 0.6964 4.0771 -4.6241 0.0 0.1 0.0 0.320
H -0.3571 3.1438 -2.6355 -0.1 0.1 0.1 0.472
C -0.3546 0.5103 -1.7881 -0.1 0.0 -0.4 3.377
C 0.7770 0.2550 -0.8523 0.5 -0.4 0.5 -0.120
N 1.4868 -0.8378 -0.8372 -0.8 -0.4 -0.7 -0.624
O 2.4351 -0.6357 0.1254 0.5 0.4 0.5 -0.169
C 2.2144 0.5840 0.6284 -0.5 0.3 -0.4 0.889
N 1.2122 1.1774 0.0554 0.3 0.3 0.4 -0.404
C 3.0149 1.0998 1.7774 0.2 -0.1 0.2 -1.279
N 2.8475 0.3607 3.0107 0.1 0.1 0.0 0.258
C 3.4924 -0.9346 3.0109 0.0 0.0 0.0 -0.976
H 3.1123 -1.6233 2.2460 0.0 0.0 0.1 0.328
H 3.3580 -1.3878 3.9916 0.0 -0.1 0.1 0.320
H 4.5596 -0.7903 2.8399 0.1 -0.1 0.0 0.302
C 1.5145 0.3809 3.5798 -0.2 -0.2 0.0 -1.330
H 1.6250 0.1478 4.6451 -0.1 0.1 0.0 0.318
C 0.4789 -0.5820 2.9787 0.0 0.2 0.2 1.031
C -0.8600 -0.4551 3.7019 0.2 0.0 -0.2 -1.694
N -1.9167 -1.1800 3.0161 -0.1 0.0 0.1 0.796
C -1.8104 -2.6202 3.1867 -0.2 -0.1 -0.2 -0.534
H -0.8422 -2.9574 2.8153 0.0 -0.1 0.0 0.262
C -2.9142 -3.3148 2.3896 0.4 -0.1 0.1 -0.612
O -4.1930 -2.8791 2.7846 -0.1 -0.1 0.1 -0.437
C -4.2984 -1.4842 2.6275 0.0 0.4 0.2 -0.454
C -3.2376 -0.7500 3.4463 -0.2 -0.2 -0.2 -0.745
H -3.3325 0.3253 3.2798 0.0 0.0 0.0 0.410
H -3.4010 -0.9592 4.5189 0.0 0.1 0.0 0.375
H -5.3005 -1.2114 2.9629 0.1 0.0 -0.1 0.386
H -4.1776 -1.2185 1.5672 0.0 0.0 0.0 0.177
H -2.8899 -4.3925 2.5612 0.1 0.1 -0.1 0.400
H -2.7673 -3.1102 1.3189 0.0 -0.1 0.1 0.193
H -1.9001 -2.9019 4.2521 0.0 0.0 0.0 0.354
H -1.1460 0.6007 3.7146 0.0 0.0 0.1 0.394
H -0.7530 -0.7864 4.7509 -0.1 0.1 0.0 0.367
H 0.8516 -1.6039 3.0545 0.0 -0.1 -0.1 0.289
H 0.3094 -0.3556 1.9273 0.0 -0.1 -0.1 -0.130
H 1.1429 1.4056 3.4981 0.0 0.0 0.1 0.294
H 2.7118 2.1364 1.9429 0.0 -0.1 -0.1 0.307
H 4.0766 1.0744 1.5140 -0.1 0.1 0.0 0.405
C -1.1122 -0.7938 -2.0826 0.0 0.0 0.1 -1.335
C -1.9691 -1.0168 -0.8347 0.0 -0.1 0.0 -0.322
H -2.8995 -1.5280 -1.0807 0.0 -0.1 0.0 0.612
C -2.2180 0.3783 -0.2320 0.0 0.1 0.0 -0.271
H -1.8691 0.4040 0.7998 0.0 0.0 0.1 -0.487
H -3.2778 0.6327 -0.2285 0.0 0.0 0.1 0.752
C -1.4269 1.3644 -1.1003 0.0 0.0 0.1 -1.621
H -0.9860 2.1655 -0.5107 -0.1 0.1 -0.1 0.608
H -2.0753 1.7944 -1.8650 0.1 0.0 -0.1 0.374
H -1.4248 -1.6349 -0.1203 0.0 -0.1 0.0 -0.083
H -0.4388 -1.6277 -2.2639 0.0 0.0 -0.1 0.536
H -1.7375 -0.6417 -2.9639 0.0 0.0 -0.1 0.407
H 1.1447 -0.7190 -3.6557 0.0 -0.1 0.0 0.404
H 2.1966 0.2231 -5.6563 0.1 -0.1 -0.1 0.369
H 2.2057 3.8690 -6.4743 0.0 0.1 0.0 0.354
H 3.1528 2.3850 -6.6604 0.1 0.0 -0.1 0.365
H 1.5646 2.5158 -7.4082 0.0 0.0 -0.1 0.280
```
Positions in Å, forces in eV/Å.

- SMILES string = Cc1ccc(C2(c3noc(CN(C)CCCN4CCOCC4)n3)CCCC2)cc1
- F_max (eV/A) = 1.13
- E_HOMO (eV) = -8.62
- ΔE to the lowest compared entry with this formula, charge and spin (kcal/mol) = 71.5

Record 3
Here is a structure of composition C23H34NO3S2SbSeTi from the Open Molecules 2025 dataset. Energies are from the ωB97M-V functional and the def2-TZVPD basis.

Geometry as XYZ:
```
66
Properties=species:S:1:pos:R:3:forces:R:3:mulliken_charge:R:1
Ti -1.6622 -0.0060 -1.0010 -0.3 0.2 -0.3 1.000
C -0.7746 -1.4781 3.7326 0.0 0.0 0.0 -1.470
C -0.0618 -1.5404 2.4093 0.0 0.0 0.0 0.696
C 0.9279 -0.6070 2.1009 0.0 0.0 0.0 -0.041
C 1.5068 -0.5721 0.8477 0.0 0.0 0.0 -0.601
C 1.1080 -1.4846 -0.1294 0.1 0.1 0.0 -0.365
C 0.1416 -2.4282 0.1689 0.0 0.0 0.1 -0.636
C -0.4352 -2.4548 1.4389 0.0 0.0 0.0 -0.126
H -1.2631 -0.5072 3.8453 0.0 0.0 0.0 0.180
H -0.0853 -1.6081 4.5718 0.0 0.0 0.0 0.358
H -1.5461 -2.2459 3.7938 0.0 0.0 0.0 0.363
H 1.1996 0.1425 2.8385 0.0 0.0 0.0 0.380
H 2.2150 0.2080 0.6003 0.0 0.0 0.0 0.349
H 1.5187 -1.4191 -1.1286 0.0 0.0 0.0 0.308
H -0.1988 -3.1217 -0.5894 0.0 0.0 0.0 0.369
H -1.2346 -3.1577 1.6406 0.0 0.0 0.0 0.264
C -0.1835 -0.6172 -5.5888 0.0 0.0 0.0 -1.560
C -0.3436 -0.2043 -4.1431 0.1 0.1 0.1 0.465
S -1.5268 -1.0914 -3.1945 0.0 0.0 -0.1 -0.498
C 0.3688 0.7938 -3.5969 0.0 -0.1 0.0 0.417
C 1.3644 1.6069 -4.3842 0.0 0.0 0.0 -1.526
S 0.1402 1.3000 -1.9299 0.0 0.1 -0.1 -0.260
H -0.9012 -1.3983 -5.8366 0.0 0.0 0.0 0.355
H 0.8196 -1.0075 -5.7956 0.0 0.0 0.0 0.301
H -0.3536 0.2226 -6.2706 0.0 0.0 0.0 0.319
H 1.7644 1.0465 -5.2321 0.0 0.0 0.0 0.368
H 2.1979 1.9132 -3.7492 0.0 0.0 0.0 0.354
H 0.9064 2.5237 -4.7732 0.0 0.0 0.0 0.251
C 2.8103 4.8088 2.3845 0.0 0.0 0.0 -1.244
C 1.7498 3.9867 3.1131 0.0 0.0 0.0 -0.850
Sb 0.2772 3.1736 1.6562 0.0 -0.1 0.0 0.715
C -1.1350 2.5500 3.1761 0.0 0.0 0.0 -0.202
C -0.5961 2.3739 4.5901 0.0 0.0 0.0 -1.282
C -0.5204 5.1494 1.2663 0.0 0.0 0.0 -0.984
C -0.7963 6.0163 2.4876 0.0 0.0 0.0 -1.015
H 3.6100 5.1698 3.0430 0.0 0.0 0.0 0.346
H 2.3653 5.6870 1.9069 0.0 0.0 0.0 0.271
H 3.2828 4.2260 1.5881 0.0 0.0 0.0 0.280
H 1.2676 4.5876 3.8880 0.0 0.0 0.0 0.339
H 2.2140 3.1329 3.6174 0.0 0.0 0.0 0.424
H -1.5263 1.6131 2.7803 0.0 0.0 0.0 -0.117
H -1.9640 3.2593 3.1436 0.0 0.0 0.0 0.535
H 0.2550 1.6867 4.6161 0.0 0.0 0.0 0.179
H -1.3599 1.9606 5.2587 0.0 0.0 0.0 0.403
H -0.2556 3.3165 5.0248 0.0 0.0 0.0 0.373
H -1.4291 4.9460 0.7012 0.0 0.0 0.0 0.460
H 0.1767 5.6491 0.5879 0.0 0.0 0.0 0.446
H -1.4318 5.4943 3.2075 0.0 0.0 0.0 0.233
H -1.3081 6.9481 2.2194 0.0 0.0 0.0 0.398
H 0.1238 6.2923 3.0091 0.0 0.0 0.0 0.190
Se -3.4223 -1.9937 -0.3981 0.0 -0.1 0.0 -0.267
C -2.9162 -3.8134 -0.6911 0.0 0.0 0.1 0.137
C -3.2360 -4.7587 0.2935 0.0 0.0 0.0 -0.487
C -2.9175 -6.1013 0.1479 0.0 0.0 0.0 -0.492
C -2.2562 -6.5476 -0.9900 0.0 0.0 0.0 -0.433
C -1.9289 -5.6222 -1.9743 0.0 0.0 0.0 -0.520
C -2.2557 -4.2807 -1.8327 0.0 0.0 -0.1 -0.248
H -3.7428 -4.4175 1.1891 0.0 0.0 0.0 0.375
H -3.1803 -6.8014 0.9343 0.0 0.0 0.0 0.321
H -1.9969 -7.5938 -1.1052 0.0 0.0 0.0 0.341
H -1.4093 -5.9464 -2.8699 0.0 0.0 0.0 0.360
H -1.9886 -3.5768 -2.6113 0.0 0.0 0.0 0.200
O -3.1836 1.1748 -0.9040 0.0 -0.1 0.1 -0.383
N -2.1577 1.5329 -0.0427 0.2 0.0 0.2 0.397
O -2.0085 2.7593 0.3171 0.1 0.0 -0.1 -0.739
O -1.9846 0.5249 0.8900 -0.1 -0.2 -0.1 -0.472
```
Positions in Å, forces in eV/Å.

- total charge = -2
- F_max (eV/A) = 0.47
- E_HOMO (eV) = -1.31
- ΔE to the lowest compared entry with this formula, charge and spin (kcal/mol) = 7.2